The following is a DFT calculation (the ωB97M-V functional and the def2-TZVPD basis) of a 10-piece molecular cluster, C39H72N9O10P overall in a non-equilibrium geometry.

Computed properties:
Highest occupied orbital energy (alpha / beta) = 0.336 / -6.667 eV
Frontier orbital gap (alpha / beta) = 1.581 / 8.535 eV
Expectation value of S² = 0.75
Net charge = -1
Relative energy (zero: lowest compared OMol25 entry of this formula, charge and spin) = 0.0 kcal/mol
Spin multiplicity = 2

Cartesian coordinates (Å):
1 C -9.97 -4.77 0.38
2 C -10.85 -5.98 0.29
3 O -10.91 -6.22 -1.17
4 C -10.55 -5.06 -1.83
5 O -10.73 -4.78 -3.00
6 O -9.88 -4.28 -0.98
7 H -9.03 -5.08 0.83
8 H -10.39 -4.04 1.07
9 H -11.84 -5.81 0.73
10 H -10.45 -6.92 0.68
11 C -8.58 0.22 -3.58
12 C -7.87 0.93 -2.45
13 O -6.51 0.68 -2.79
14 C -6.36 -0.32 -3.66
15 O -5.30 -0.90 -3.97
16 O -7.64 -0.67 -4.04
17 H -9.06 0.88 -4.30
18 H -9.50 -0.30 -3.30
19 H -8.18 0.45 -1.52
20 H -8.09 2.00 -2.45
21 C -2.61 -9.22 -4.24
22 C -2.41 -9.44 -5.75
23 O -0.97 -9.33 -5.94
24 C -0.40 -8.97 -4.78
25 O 0.81 -8.91 -4.61
26 O -1.35 -8.88 -3.83
27 H -3.06 -10.06 -3.71
28 H -3.17 -8.30 -4.05
29 H -2.99 -8.70 -6.30
30 H -2.80 -10.35 -6.21
31 C -0.84 -5.83 -6.49
32 C -1.32 -4.33 -6.61
33 C -0.71 -3.60 -7.78
34 C -1.36 -3.72 -9.09
35 N -1.89 -3.69 -10.14
36 H -1.17 -6.23 -5.53
37 H 0.25 -5.84 -6.54
38 H -1.22 -6.37 -7.36
39 H -0.95 -3.77 -5.75
40 H -2.38 -4.14 -6.45
41 H 0.33 -3.88 -7.96
42 H -0.70 -2.52 -7.63
43 C -7.86 -3.68 -4.56
44 C -6.50 -4.19 -4.56
45 C -6.18 -4.95 -5.88
46 C -4.87 -5.60 -5.79
47 N -3.88 -6.17 -5.71
48 H -8.61 -4.47 -4.67
49 H -8.11 -2.93 -5.31
50 H -8.01 -3.18 -3.61
51 H -6.40 -4.95 -3.79
52 H -5.84 -3.36 -4.33
53 H -6.13 -4.25 -6.71
54 H -6.96 -5.70 -6.04
55 C -5.48 -3.82 -10.18
56 C -7.03 -3.75 -10.27
57 C -7.66 -5.13 -10.52
58 C -7.43 -6.16 -9.52
59 N -7.35 -7.00 -8.71
60 H -5.21 -4.73 -9.64
61 H -5.12 -2.99 -9.58
62 H -4.97 -3.81 -11.14
63 H -7.26 -3.02 -11.05
64 H -7.34 -3.47 -9.27
65 H -7.33 -5.40 -11.52
66 H -8.73 -5.05 -10.70
67 C -11.98 -2.03 -6.57
68 C -11.93 -3.37 -5.82
69 C -13.10 -3.74 -4.90
70 C -13.37 -2.69 -3.89
71 N -13.50 -1.88 -3.10
72 H -12.02 -1.16 -5.91
73 H -12.91 -2.02 -7.14
74 H -11.17 -2.04 -7.30
75 H -10.97 -3.39 -5.29
76 H -11.85 -4.03 -6.69
77 H -12.88 -4.65 -4.34
78 H -13.95 -3.91 -5.55
79 C -3.55 -9.74 -10.75
80 C -4.15 -8.95 -9.61
81 C -3.53 -7.57 -9.41
82 C -2.06 -7.41 -9.64
83 N -0.92 -7.25 -9.90
84 H -3.84 -9.34 -11.72
85 H -3.98 -10.74 -10.78
86 H -2.46 -9.81 -10.71
87 H -3.91 -9.47 -8.68
88 H -5.23 -9.02 -9.71
89 H -3.76 -7.37 -8.37
90 H -4.13 -6.89 -10.02
91 C -6.53 -1.67 0.25
92 C -6.54 -3.21 0.33
93 C -6.48 -3.89 -1.03
94 C -6.46 -5.39 -0.97
95 N -6.41 -6.54 -0.89
96 H -7.47 -1.40 -0.23
97 H -5.71 -1.30 -0.37
98 H -6.42 -1.25 1.25
99 H -7.44 -3.51 0.87
100 H -5.64 -3.52 0.86
101 H -5.57 -3.55 -1.53
102 H -7.25 -3.57 -1.73
103 O -4.57 2.22 -8.99
104 P -4.82 0.80 -8.65
105 N -4.51 -0.27 -9.99
106 C -5.49 -0.54 -11.08
107 C -3.07 -0.21 -10.50
108 N -6.42 0.46 -8.16
109 C -6.97 -0.86 -7.85
110 C -7.05 1.49 -7.29
111 N -3.91 0.20 -7.35
112 C -3.83 -1.20 -7.05
113 C -2.94 1.01 -6.63
114 H -5.22 -1.51 -11.51
115 H -5.43 0.19 -11.89
116 H -6.53 -0.50 -10.76
117 H -2.42 -0.49 -9.68
118 H -2.76 0.81 -10.75
119 H -2.98 -0.98 -11.26
120 H -8.06 -0.76 -7.88
121 H -6.74 -1.56 -8.65
122 H -6.62 -1.19 -6.87
123 H -6.61 1.48 -6.30
124 H -6.85 2.46 -7.75
125 H -8.11 1.35 -7.10
126 H -4.63 -1.71 -7.59
127 H -2.85 -1.58 -7.33
128 H -3.94 -1.42 -5.99
129 H -1.96 0.54 -6.55
130 H -3.13 1.09 -5.56
131 H -2.86 2.01 -7.07

***

The following is a DFT calculation (the ωB97M-V functional and the def2-TZVPD basis) of a 5-piece molecular cluster, C39H74BIN4O17S overall in a non-equilibrium geometry.

Computed properties:
Highest occupied orbital energy = -7.728 eV
Frontier orbital gap = 7.981 eV
SMILES string = CCSC[C@@](C[C@@H](O)CN)(O[C@@H](C[C@H](C)I)CN(CCN(CC)C(C)=O)C[C@H](O)CN)B(O)CC.C[C@@H]1COC(=O)O1.C[C@@H]1COC(=O)O1.C[C@@H]1COC(=O)O1.C[C@@H]1COC(=O)O1

Cartesian coordinates (Å):
1 C 4.51 -1.17 2.82
2 C 4.47 0.11 1.98
3 S 3.30 1.31 2.72
4 C 1.74 0.38 2.87
5 C 0.64 0.97 1.96
6 C 1.06 0.67 0.50
7 C -0.04 0.75 -0.56
8 O -1.03 1.71 -0.26
9 C 0.63 1.15 -1.90
10 N -0.09 0.58 -3.07
11 O -0.66 0.53 2.33
12 C -0.86 -0.88 2.33
13 C -0.61 -1.51 3.74
14 C -1.11 -0.63 4.90
15 C -0.06 -0.69 6.04
16 I -2.96 -1.40 5.71
17 C -2.34 -1.18 1.99
18 N -2.77 -0.66 0.71
19 C -4.06 0.03 0.85
20 C -4.61 0.62 -0.46
21 N -5.27 1.93 -0.38
22 C -6.67 1.91 0.05
23 C -6.98 1.53 1.49
24 C -4.49 2.95 0.21
25 C -3.68 3.80 -0.77
26 O -4.45 3.22 1.37
27 C -2.76 -1.67 -0.34
28 C -3.94 -2.63 -0.40
29 O -4.28 -3.14 0.87
30 C -3.52 -3.82 -1.32
31 N -2.70 -4.80 -0.63
32 B 0.70 2.56 2.29
33 O 0.42 2.89 3.62
34 C 0.99 3.72 1.28
35 C -0.27 4.54 0.85
36 H 4.35 -0.93 3.86
37 H 5.43 -1.72 2.69
38 H 3.69 -1.83 2.53
39 H 5.43 0.61 1.97
40 H 4.10 -0.08 0.98
41 H 1.41 0.54 3.89
42 H 1.87 -0.69 2.72
43 H 1.91 1.26 0.18
44 H 1.42 -0.37 0.49
45 H -0.43 -0.25 -0.75
46 H -1.43 1.96 -1.11
47 H 1.63 0.74 -1.88
48 H 0.70 2.24 -1.93
49 H 0.64 0.25 -3.69
50 H -0.49 1.36 -3.57
51 H -0.27 -1.43 1.60
52 H -1.14 -2.45 3.75
53 H 0.45 -1.73 3.81
54 H -1.21 0.42 4.65
55 H 0.00 0.26 6.56
56 H -0.25 -1.51 6.72
57 H 0.93 -0.88 5.63
58 H -2.44 -2.27 2.09
59 H -2.92 -0.73 2.79
60 H -4.82 -0.65 1.25
61 H -3.94 0.79 1.62
62 H -5.37 -0.07 -0.84
63 H -3.85 0.66 -1.24
64 H -7.08 2.90 -0.15
65 H -7.20 1.24 -0.63
66 H -8.06 1.58 1.62
67 H -6.55 2.20 2.22
68 H -6.71 0.50 1.69
69 H -3.88 4.85 -0.59
70 H -3.99 3.57 -1.78
71 H -2.64 3.53 -0.66
72 H -1.83 -2.23 -0.24
73 H -2.72 -1.15 -1.30
74 H -4.84 -2.22 -0.87
75 H -5.00 -3.78 0.80
76 H -3.02 -3.38 -2.19
77 H -4.45 -4.25 -1.71
78 H -1.73 -4.52 -0.73
79 H -2.84 -5.71 -1.06
80 H -0.55 2.82 3.73
81 H 1.65 4.42 1.80
82 H 1.52 3.43 0.38
83 H 0.01 5.59 0.83
84 H -0.49 4.29 -0.18
85 H -1.13 4.38 1.49
86 C 9.36 -0.40 4.61
87 C 8.03 -0.86 5.15
88 C 8.11 -1.69 6.40
89 O 6.92 -2.49 6.31
90 C 6.62 -2.61 4.99
91 O 5.80 -3.35 4.56
92 O 7.38 -1.77 4.25
93 H 9.83 0.32 5.28
94 H 10.04 -1.24 4.48
95 H 9.24 0.06 3.63
96 H 7.37 0.00 5.29
97 H 8.11 -1.10 7.32
98 H 8.98 -2.36 6.41
99 C -5.20 3.05 5.25
100 C -6.53 2.66 5.84
101 C -6.44 1.97 7.17
102 O -7.63 1.17 7.19
103 C -7.94 0.90 5.89
104 O -8.76 0.11 5.54
105 O -7.18 1.65 5.05
106 H -4.73 3.84 5.83
107 H -4.52 2.19 5.21
108 H -5.32 3.40 4.22
109 H -7.19 3.53 5.88
110 H -6.43 2.66 8.01
111 H -5.57 1.30 7.25
112 C 4.47 -0.03 -7.89
113 C 3.72 -0.04 -6.58
114 C 2.68 1.04 -6.45
115 O 2.62 1.23 -5.02
116 C 3.84 0.88 -4.52
117 O 4.19 1.09 -3.41
118 O 4.59 0.27 -5.47
119 H 3.81 -0.31 -8.71
120 H 4.89 0.95 -8.09
121 H 5.30 -0.74 -7.86
122 H 3.28 -1.03 -6.40
123 H 1.70 0.75 -6.83
124 H 2.98 1.99 -6.91
125 C 3.35 -4.11 -13.22
126 C 3.97 -3.63 -11.94
127 C 2.99 -3.31 -10.84
128 O 3.70 -2.32 -10.08
129 C 4.55 -1.69 -10.94
130 O 5.16 -0.70 -10.69
131 O 4.61 -2.35 -12.12
132 H 2.90 -5.10 -13.09
133 H 2.58 -3.42 -13.57
134 H 4.10 -4.17 -14.01
135 H 4.73 -4.34 -11.60
136 H 2.75 -4.17 -10.22
137 H 2.07 -2.86 -11.21

***

The following is a DFT calculation (the ωB97M-V functional and the def2-TZVPD basis) of a 9-piece molecular cluster, C39H75BF3N2O9 overall in a non-equilibrium geometry.

Computed properties:
Highest occupied orbital energy = -5.627 eV
Frontier orbital gap = 7.509 eV
Net charge = -1

Cartesian coordinates (Å):
1 C 8.28 -1.22 1.34
2 C 6.76 -1.36 1.89
3 C 5.84 -1.99 0.74
4 B 4.23 -1.71 0.85
5 C 3.69 -1.18 2.30
6 C 2.23 -0.47 2.13
7 N 2.19 0.85 2.09
8 N 3.67 -0.75 -0.22
9 C 4.37 0.31 -0.33
10 O 5.05 1.32 -0.60
11 C 3.49 -3.18 0.55
12 F 2.08 -3.10 0.38
13 F 3.77 -4.16 1.55
14 F 4.00 -3.70 -0.71
15 H 8.61 -0.11 1.29
16 H 9.03 -1.72 2.06
17 H 8.42 -1.74 0.32
18 H 6.81 -2.13 2.74
19 H 6.45 -0.33 2.25
20 H 6.00 -3.13 0.78
21 H 6.31 -1.67 -0.27
22 H 4.33 -0.39 2.82
23 H 3.48 -2.07 3.02
24 H 1.26 -1.05 2.01
25 H 1.20 1.15 1.97
26 C 3.54 5.23 4.42
27 C 3.05 3.81 4.25
28 C 4.35 3.05 4.09
29 O 5.35 3.77 4.84
30 C 4.81 5.04 5.22
31 H 2.82 5.89 4.92
32 H 3.77 5.66 3.44
33 H 2.54 3.48 5.16
34 H 2.37 3.67 3.41
35 H 4.67 3.03 3.04
36 H 4.29 2.02 4.45
37 H 4.61 5.01 6.29
38 H 5.55 5.82 5.02
39 C 1.42 10.15 4.64
40 C 2.75 9.64 4.14
41 C 3.43 9.22 5.42
42 O 2.40 8.81 6.32
43 C 1.13 9.20 5.78
44 H 0.64 10.16 3.88
45 H 1.53 11.17 5.02
46 H 2.60 8.77 3.49
47 H 3.32 10.38 3.57
48 H 3.96 10.06 5.89
49 H 4.14 8.40 5.27
50 H 0.62 8.30 5.43
51 H 0.52 9.66 6.57
52 C -0.69 0.96 -2.93
53 C 0.81 1.05 -2.74
54 C 0.93 2.03 -1.60
55 O -0.24 1.87 -0.79
56 C -1.19 1.06 -1.50
57 H -1.01 0.05 -3.43
58 H -1.04 1.82 -3.51
59 H 1.20 0.08 -2.44
60 H 1.34 1.37 -3.64
61 H 0.94 3.07 -1.96
62 H 1.82 1.86 -0.99
63 H -1.21 0.08 -1.02
64 H -2.18 1.51 -1.43
65 C -3.70 -3.04 -4.81
66 C -4.72 -1.95 -5.07
67 C -4.55 -1.07 -3.84
68 O -3.18 -1.19 -3.43
69 C -2.58 -2.28 -4.15
70 H -3.39 -3.56 -5.72
71 H -4.12 -3.77 -4.12
72 H -4.44 -1.39 -5.97
73 H -5.74 -2.31 -5.19
74 H -5.18 -1.42 -3.02
75 H -4.78 -0.02 -4.04
76 H -1.89 -1.85 -4.89
77 H -2.00 -2.90 -3.46
78 C -3.76 -4.90 -1.50
79 C -3.11 -5.83 -0.50
80 C -4.19 -5.95 0.57
81 O -5.45 -5.81 -0.10
82 C -5.21 -5.34 -1.44
83 H -3.34 -4.97 -2.50
84 H -3.67 -3.86 -1.15
85 H -2.93 -6.80 -0.96
86 H -2.16 -5.46 -0.10
87 H -4.11 -5.15 1.31
88 H -4.15 -6.91 1.09
89 H -5.40 -6.17 -2.13
90 H -5.91 -4.53 -1.67
91 C 2.33 4.72 -5.34
92 C 3.53 4.72 -4.42
93 C 3.31 5.99 -3.62
94 O 1.90 6.18 -3.53
95 C 1.25 5.29 -4.45
96 H 2.08 3.73 -5.73
97 H 2.51 5.39 -6.19
98 H 3.49 3.85 -3.76
99 H 4.49 4.70 -4.94
100 H 3.74 6.86 -4.13
101 H 3.74 5.93 -2.61
102 H 0.77 4.50 -3.86
103 H 0.48 5.83 -5.01
104 C -0.99 -5.28 4.14
105 C -2.14 -4.44 4.65
106 C -1.62 -3.03 4.42
107 O -0.76 -3.09 3.28
108 C -0.49 -4.46 2.97
109 H -1.28 -6.30 3.86
110 H -0.21 -5.35 4.91
111 H -3.03 -4.62 4.04
112 H -2.40 -4.64 5.69
113 H -1.03 -2.68 5.28
114 H -2.43 -2.31 4.24
115 H -1.04 -4.71 2.05
116 H 0.57 -4.59 2.78
117 C -9.05 -6.73 -4.81
118 C -9.83 -5.64 -4.12
119 C -8.80 -5.10 -3.14
120 O -7.52 -5.28 -3.74
121 C -7.66 -6.14 -4.89
122 H -9.45 -7.00 -5.79
123 H -9.04 -7.63 -4.19
124 H -10.10 -4.86 -4.84
125 H -10.74 -5.99 -3.63
126 H -8.81 -5.66 -2.20
127 H -8.96 -4.04 -2.91
128 H -7.54 -5.52 -5.78
129 H -6.88 -6.90 -4.88

***

| no. | calculated total energy (Ha) |
| --- | --- |
| 1 | -3115.73092 |
| 2 | -3749.30027 |
| 3 | -2642.06058 |